The following is a quantum chemistry calculation of a molecular structure, C9H10Cl3CoNO2, from the OMol25 dataset.

Summary:
Kohn-Sham gap (spin up / spin down)	3.6 / 3.0	eV
electronic energy	-90266.296	eV
lowest unoccupied orbital energy (spin up / spin down)	4.9 / 4.8	eV
maximum force	5.35	eV Å⁻¹

```
! wB97M-V def2-TZVPD RIJCOSX def2/J DEFGRID3
* xyz -2 4
H -1.40 -0.29 2.64
H -0.42 -1.17 -2.51
H 1.51 2.51 -1.23
H -2.40 1.01 1.93
C -2.15 -0.91 0.81
C -0.24 -0.22 -2.01
H -2.25 0.30 -1.27
O 0.23 -2.71 1.48
H -1.72 -1.89 0.97
H 2.25 2.28 1.54
N 2.62 1.91 0.62
H -3.05 -0.73 0.22
Cl 2.75 -4.08 1.86
Cl 3.93 -1.47 1.60
C 1.00 0.39 -1.84
O 1.24 -0.74 0.84
H -1.07 2.64 -0.47
C -0.57 1.71 -0.76
H 1.94 0.07 -2.29
C -1.20 0.54 -1.34
C 2.66 -2.63 1.04
C -1.89 0.08 1.76
C 0.89 1.57 -1.04
C 1.21 -2.00 1.14
Co -0.08 0.47 0.99
Cl 2.92 -2.82 -0.76
*
```

---

The following is a quantum chemistry calculation of 2 unconnected molecules or ions with the total composition C4H13NO, from the OMol25 dataset.

Summary:
Kohn-Sham gap	9.3	eV
SMILES	CCN(C)C.O
electronic energy	-7894.553	eV
lowest unoccupied orbital energy	0.9	eV
maximum force	4.11	eV Å⁻¹

```
! wB97M-V def2-TZVPD RIJCOSX def2/J DEFGRID3
* xyz 0 1
H 0.39 -1.57 -2.03
H 0.04 -1.02 2.08
C 0.71 -0.96 1.24
H -1.51 1.19 -1.93
H 0.41 -2.73 -0.72
C -1.12 0.06 -0.02
H -1.15 -2.18 -1.26
H 1.42 -1.80 1.27
N 0.10 -0.73 -0.12
H -1.22 0.49 1.10
H 2.08 2.64 1.36
H 0.24 1.19 -1.11
H 1.13 1.84 0.50
O 1.23 2.61 0.98
H -1.97 -0.55 -0.25
C -0.04 -1.88 -1.05
C -0.88 1.21 -0.94
H 1.29 -0.03 1.48
H -1.15 2.22 -0.56
*
```

---

The following is a quantum chemistry calculation of 7 unconnected molecules or ions with the total composition C22H59F6N3O11P, from the OMol25 dataset.

Summary:
Kohn-Sham gap	8.8	eV
electronic energy	-76361.443	eV
lowest unoccupied orbital energy	2.3	eV
maximum force	2.31	eV Å⁻¹

```
! wB97M-V def2-TZVPD RIJCOSX def2/J DEFGRID3
* xyz -1 1
O -6.07 -9.40 -26.02
H -3.73 -6.91 -17.89
H -2.96 -5.30 -18.06
H -6.36 -7.18 -17.21
H -2.64 -12.53 -19.25
H -5.62 -10.91 -9.57
H -2.06 -13.95 -15.31
H 0.25 -13.90 -14.92
H -6.69 -10.75 -22.26
H -6.03 -4.14 -17.57
H -8.71 -7.30 -16.32
H -4.06 -10.50 -9.00
H -7.78 -7.34 -14.82
H -5.17 -8.95 -12.55
H -1.96 -12.16 -15.26
H -3.31 -5.75 -20.66
C 1.72 -13.39 -16.33
F -3.82 -8.30 -13.80
C -3.65 -12.11 -19.25
C -4.83 -9.96 -24.10
C 0.42 -13.09 -15.65
H -6.06 -11.93 -20.13
O -8.15 -9.94 -15.75
H -0.30 -13.83 -21.19
H -7.08 -10.29 -10.70
H 0.81 -10.98 -17.78
H 1.68 -14.38 -16.80
H -4.05 -9.28 -24.45
H -7.02 -11.01 -12.90
H -3.60 -11.20 -18.64
H -7.96 -8.52 -26.15
N -4.75 -10.06 -22.65
H -7.49 -6.20 -18.06
O -1.55 -6.33 -19.90
H -5.59 -12.04 -22.63
C -0.94 -7.33 -19.10
H -1.19 -7.23 -18.04
H -8.22 -9.78 -16.70
P -3.94 -9.38 -15.00
C 0.09 -12.84 -21.45
H -3.31 -7.44 -20.17
H 0.55 -12.96 -22.44
O -4.02 -11.79 -20.58
O -7.34 -5.73 -16.06
H -3.52 -9.24 -11.05
H 0.40 -12.15 -15.08
C -1.89 -13.05 -15.91
H 3.17 -12.62 -17.53
H -2.73 -12.91 -16.59
F -4.11 -10.48 -16.18
H -4.54 -10.92 -24.56
F -3.61 -10.59 -13.96
H -9.34 -10.70 -12.14
C -8.24 -6.67 -15.56
C -3.60 -6.06 -18.55
O -0.65 -13.09 -16.57
H -9.22 -11.95 -10.97
H -7.91 -10.24 -26.52
H 2.18 -11.16 -18.87
C -5.63 -5.15 -17.57
C -7.59 -11.82 -12.43
H -3.82 -10.35 -22.38
C 0.65 -12.60 -19.20
C -8.60 -11.22 -11.51
N 2.25 -12.34 -17.22
H -4.34 -12.84 -18.83
H 0.13 -7.23 -19.23
O -5.55 -9.07 -11.67
C -5.33 -11.30 -20.65
H -9.03 -6.15 -14.99
H -4.41 -10.71 -11.39
H -0.42 -12.41 -19.05
C -5.65 -11.07 -22.10
H -8.06 -12.37 -13.26
H -6.05 -13.01 -12.27
O -5.29 -8.98 -8.72
O -6.69 -12.63 -11.67
H 2.45 -13.43 -15.51
C -6.72 -6.15 -17.26
C -4.91 -10.07 -9.54
H -7.20 -10.04 -15.59
H -0.71 -12.11 -21.61
C 1.47 -11.71 -18.26
H -1.25 -8.33 -19.43
H -6.39 -8.46 -24.25
H -4.94 -5.19 -16.71
C -7.34 -9.30 -26.62
C -6.16 -9.48 -24.60
F -5.52 -9.54 -14.64
F -2.35 -9.23 -15.29
H -7.18 -9.07 -27.67
H 0.81 -13.66 -18.96
C -4.50 -9.71 -10.93
O -8.04 -10.31 -10.61
N -4.90 -5.43 -18.79
H -5.41 -10.33 -20.11
H -4.82 -4.64 -19.40
O 1.05 -12.38 -20.55
H -5.70 -8.31 -9.28
C -2.96 -6.44 -19.89
F -4.26 -8.22 -16.05
H -6.99 -10.13 -24.32
*
```